1.
The molecule C3H7NO4S. Source: the OMol25 dataset; level of theory: wB97M-V/def2-TZVPD.

Structure (XYZ):
```
16
Properties=species:S:1:pos:R:3:lowdin_charge:R:1
S -1.924 -0.396 -0.099 1.003
O -1.605 -0.394 1.409 -0.505
O 0.745 1.665 0.264 0.027
O -1.938 1.188 -0.627 -0.354
O 2.814 0.804 -0.045 0.139
N 1.713 -1.872 0.059 0.011
C 1.662 0.591 0.117 -0.422
C -0.227 -0.653 -0.954 -0.250
C 0.843 -0.758 0.056 -0.462
H 2.101 -2.055 -0.941 0.118
H -1.262 1.737 -0.167 0.052
H -0.136 -1.596 -1.557 0.110
H -0.068 0.132 -1.737 0.114
H 0.388 -0.844 1.085 0.136
H 1.350 2.389 0.560 0.138
H 2.627 -1.500 0.601 0.146
```

Results
* E_tot: -23738.36704 eV


2.
The molecule C3H7NOP2. Source: the OMol25 dataset; level of theory: wB97M-V/def2-TZVPD.

Structure (XYZ):
```
14
Properties=species:S:1:pos:R:3:lowdin_charge:R:1
P 0.904 -0.409 0.769 0.822
P 3.677 0.315 0.044 0.604
O -0.172 -0.921 -0.350 -0.424
N 2.111 -0.235 -0.199 -0.663
C -1.557 -0.980 -0.125 -0.304
C -1.564 1.506 0.087 -0.012
C -2.163 0.341 0.249 -0.175
H -1.793 -1.723 0.647 0.112
H 4.083 0.029 -1.267 -0.141
H -2.036 2.426 0.382 0.057
H -3.158 0.267 0.662 0.099
H -1.987 -1.326 -1.071 0.126
H 4.238 -0.878 0.519 -0.140
H -0.582 1.588 -0.349 0.040
```

Results
* structure (SMILES): C=CCO/P=N/P
* E_tot: -25338.30444 eV


For reference, orbital gap by record: 0.38341; 0.31374 Ha.
For reference, LUMO level by record: 0.5; 0.0 eV.
For reference, relative energy (zero: lowest compared OMol25 entry of this formula, charge and spin) by record: 1.496; 0.000 eV.